Record 1
{"formula": "Cl2NO11", "method": "ωB97M-V/def2-TZVPD", "species": ["N", "O", "O", "O", "Cl", "O", "O", "O", "O", "Cl", "O", "O", "O", "O"], "coordinates": [[9.653, 6.766, -30.011], [9.041, 7.807, -29.697], [9.345, 5.695, -29.436], [10.396, 6.800, -31.040], [2.413, 3.006, -27.546], [1.314, 2.178, -27.141], [3.590, 2.284, -27.160], [2.250, 3.246, -28.935], [2.482, 4.177, -26.747], [6.589, 5.775, -26.909], [5.323, 5.045, -27.158], [7.560, 4.869, -27.365], [6.616, 7.108, -27.547], [6.953, 6.148, -25.555]], "homo_energy_ev": 0.817, "relative_energy_ev": 0.549, "e_lumo_ev": 7.77, "total_charge": -3, "gap_ev": 7.0, "e_tot_ev": -49036.5159}

---

Record 2
{"formula": "C3H9NO2", "method": "ωB97M-V/def2-TZVPD", "species": ["C", "C", "N", "C", "H", "H", "H", "H", "H", "O", "H", "H", "O", "H", "H"], "coordinates": [[-3.589, -0.472, 0.953], [-2.762, 0.487, 1.317], [-1.352, 0.447, 0.788], [-1.188, 0.080, -0.407], [-3.282, -1.348, 0.364], [-4.585, -0.528, 1.401], [-2.777, 1.128, 2.192], [-0.407, 0.404, -1.086], [-1.710, -0.779, -0.884], [5.860, -1.396, -3.022], [5.469, -2.257, -3.177], [6.803, -1.520, -3.195], [1.394, 2.159, 1.399], [0.461, 1.983, 1.227], [1.665, 1.611, 2.129]], "homo_energy_ev": -9.351, "smiles": "C=CN=C.O.O", "relative_energy_ev": 3.583, "e_lumo_ev": 0.30, "total_charge": 0, "gap_ev": 9.6, "e_tot_ev": -8839.3722}

---

Record 3
{"formula": "C15H13Br9N2O4", "method": "ωB97M-V/def2-TZVPD", "species": ["C", "Br", "Br", "Br", "H", "C", "Br", "Br", "Br", "H", "C", "Br", "Br", "Br", "H", "C", "C", "C", "C", "C", "C", "N", "O", "O", "H", "H", "H", "H", "H", "C", "C", "C", "C", "C", "C", "N", "O", "O", "H", "H", "H", "H", "H"], "coordinates": [[5.274, 2.959, -2.370], [5.548, 2.447, -0.426], [6.574, 2.114, -3.591], [5.144, 4.966, -2.619], [4.321, 2.540, -2.694], [0.972, 0.507, -2.171], [1.557, 1.878, -3.315], [-0.475, 1.099, -0.997], [2.576, -0.311, -1.285], [0.445, -0.317, -2.653], [-3.612, 0.998, -4.374], [-2.276, -0.186, -3.606], [-2.606, 2.332, -5.517], [-4.660, 1.996, -3.027], [-4.294, 0.386, -4.965], [2.329, -4.093, -1.956], [1.922, -4.528, -0.679], [0.672, -4.164, -0.128], [-0.174, -3.352, -0.831], [0.291, -2.875, -2.051], [1.526, -3.271, -2.691], [-1.549, -2.955, -0.439], [-1.867, -3.329, 0.720], [-2.309, -2.324, -1.131], [3.346, -4.349, -2.211], [2.543, -5.168, -0.068], [0.287, -4.610, 0.777], [-0.460, -2.371, -2.642], [1.793, -2.742, -3.594], [-0.348, 2.505, 2.988], [-0.434, 3.142, 4.215], [-1.402, 2.739, 5.168], [-2.227, 1.659, 4.972], [-2.097, 1.015, 3.733], [-1.206, 1.433, 2.763], [-3.214, 1.172, 5.907], [-3.815, 0.136, 5.701], [-3.375, 1.853, 6.926], [0.348, 2.631, 2.171], [0.044, 4.087, 4.426], [-1.435, 3.265, 6.110], [-2.683, 0.111, 3.648], [-0.998, 0.975, 1.807]], "homo_energy_ev": [-12.092, -12.020], "e_lumo_ev": [-4.41, -9.75], "spin_multiplicity": 2, "total_charge": 1, "gap_ev": [7.7, 2.3], "e_tot_ev": -657300.0579}

---

Record 4
{"formula": "C11H13NO6", "method": "ωB97M-V/def2-TZVPD", "species": ["O", "C", "C", "C", "C", "O", "C", "C", "H", "H", "H", "H", "N", "C", "C", "O", "C", "O", "O", "C", "C", "O", "H", "H", "H", "H", "H", "H", "H", "H", "H"], "coordinates": [[-2.446, 4.213, 2.568], [-2.174, 4.297, 1.378], [-2.362, 5.559, 0.636], [-2.067, 5.650, -0.665], [-1.540, 4.492, -1.414], [-1.268, 4.576, -2.604], [-1.352, 3.230, -0.672], [-1.647, 3.140, 0.628], [-2.749, 6.399, 1.200], [-2.199, 6.568, -1.224], [-0.965, 2.390, -1.236], [-1.515, 2.222, 1.188], [3.607, -3.613, 0.606], [2.920, -2.887, -0.560], [2.427, -1.381, -0.031], [1.346, -1.534, 0.957], [0.027, -1.185, 0.403], [-0.189, 0.063, -0.097], [-1.138, -2.085, 0.396], [-0.943, -3.252, -0.477], [-0.593, -4.542, 0.487], [0.623, -5.063, 0.678], [3.377, -4.648, 0.560], [3.175, -3.309, 1.525], [2.000, -3.510, -0.955], [3.640, -2.758, -1.500], [2.157, -0.728, -0.964], [3.404, -0.891, 0.447], [-1.957, -3.386, -1.091], [-0.118, -3.001, -1.272], [-1.484, -5.026, 1.104]], "homo_energy_ev": -9.573, "smiles": "O=C1C=CC(=O)C=C1.NCCOC(=O)OCC=O", "relative_energy_ev": 7.665, "e_lumo_ev": -1.35, "total_charge": 0, "gap_ev": 8.2, "e_tot_ev": -25386.3986}

---

Record 5
{"formula": "C5H13NSi", "method": "ωB97M-V/def2-TZVPD", "species": ["C", "C", "Si", "N", "H", "H", "H", "H", "H", "H", "H", "C", "C", "C", "H", "H", "H", "H", "H", "H"], "coordinates": [[-1.419, -2.035, -0.770], [-0.559, -1.760, -1.747], [1.166, -1.006, -1.371], [1.401, 0.251, -2.445], [-2.479, -2.381, -0.969], [-1.192, -1.657, 0.267], [-1.033, -1.824, -2.747], [2.066, -1.910, -2.086], [1.472, -0.878, 0.036], [2.149, 0.227, -3.127], [0.975, 1.157, -2.261], [-1.370, 1.765, 1.160], [-0.136, 1.226, 1.378], [0.452, 1.059, 2.779], [-1.712, 1.950, 0.140], [-2.092, 2.051, 1.925], [0.664, 0.925, 0.684], [1.379, 1.511, 2.848], [-0.229, 1.370, 3.551], [0.496, -0.040, 2.755]], "homo_energy_ev": -9.560, "smiles": "C=C[SiH2]N.C=CC", "relative_energy_ev": 2.474, "e_lumo_ev": 0.94, "total_charge": 0, "gap_ev": 10.5, "e_tot_ev": -14761.5865}

---

Record 6
{"formula": "C4H9N", "method": "ωB97M-V/def2-TZVPD", "species": ["N", "C", "C", "C", "C", "H", "H", "H", "H", "H", "H", "H", "H", "H"], "coordinates": [[0.008, -0.238, 0.681], [-0.280, 1.028, 0.021], [-1.773, 1.096, 0.127], [-2.228, -0.220, 0.028], [-1.011, -1.074, 0.136], [7.321, -1.348, -0.608], [0.277, 1.849, 0.473], [-0.022, 0.999, -1.072], [7.242, -0.618, -0.480], [-2.355, 1.985, -0.052], [-2.044, 0.394, 1.174], [-3.223, -0.467, -0.298], [-1.176, -1.950, 0.758], [-0.736, -1.435, -0.888]], "homo_energy_ev": -6.526, "relative_energy_ev": 6.024, "e_lumo_ev": -0.10, "total_charge": 0, "gap_ev": 6.4, "e_tot_ev": -5777.7879}

---

Record 7
{"formula": "C3H7N2", "method": "ωB97M-V/def2-TZVPD", "species": ["C", "C", "C", "N", "N", "H", "H", "H", "H", "H", "H", "H"], "coordinates": [[-0.177, 1.229, 0.171], [-0.119, -1.304, 0.166], [-0.398, -0.042, -0.442], [-4.134, -0.057, 0.194], [-3.040, -0.057, 0.113], [0.063, 1.182, 1.231], [-1.008, 1.917, -0.025], [0.640, 1.730, -0.371], [0.787, -1.695, -0.330], [0.062, -1.261, 1.238], [-0.863, -2.062, -0.096], [-0.747, -0.049, -1.472]], "homo_energy_ev": -18.888, "relative_energy_ev": 0.772, "e_lumo_ev": -6.74, "total_charge": 1, "gap_ev": 12.2, "e_tot_ev": -6196.7391}

---

Record 8
{"formula": "C5H11NO", "method": "ωB97M-V/def2-TZVPD", "species": ["N", "C", "C", "C", "C", "C", "O", "H", "H", "H", "H", "H", "H", "H", "H", "H", "H", "H"], "coordinates": [[2.112, -2.723, 0.219], [0.801, -2.178, 0.124], [0.503, -0.881, 0.171], [-0.896, -0.327, 0.127], [-1.052, 0.865, -0.823], [-0.475, 2.180, -0.343], [-1.400, 2.766, 0.567], [2.867, -2.126, -0.091], [2.282, -3.105, 1.138], [0.044, -2.947, 0.150], [1.324, -0.183, 0.257], [-1.665, -1.071, -0.069], [-1.050, 0.057, 1.149], [-2.104, 1.013, -1.043], [-0.625, 0.588, -1.793], [0.430, 1.944, 0.206], [-0.173, 2.834, -1.169], [-0.923, 3.294, 1.224]], "homo_energy_ev": -8.418, "smiles": "N/C=C/CCCO", "relative_energy_ev": 1.741, "e_lumo_ev": 0.96, "total_charge": 0, "gap_ev": 9.4, "e_tot_ev": -8899.9566}

---

Record 9
{"formula": "C34H62AgN3O13", "method": "ωB97M-V/def2-TZVPD", "species": ["Ag", "N", "O", "O", "O", "C", "C", "C", "C", "C", "C", "N", "O", "C", "C", "C", "H", "H", "H", "H", "H", "H", "H", "H", "H", "H", "H", "H", "H", "H", "H", "H", "H", "H", "H", "C", "C", "C", "C", "C", "C", "N", "O", "C", "C", "C", "H", "H", "H", "H", "H", "H", "H", "H", "H", "H", "H", "H", "H", "H", "H", "H", "H", "H", "H", "O", "C", "O", "C", "C", "C", "H", "H", "H", "H", "H", "H", "O", "C", "O", "C", "C", "C", "H", "H", "H", "H", "H", "H", "O", "C", "O", "C", "C", "C", "H", "H", "H", "H", "H", "H", "O", "C", "O", "C", "C", "C", "H", "H", "H", "H", "H", "H"], "coordinates": [[2.145, -7.967, 2.014], [0.240, -3.173, -0.467], [0.805, -2.433, -1.248], [-0.435, -2.802, 0.488], [0.482, -4.339, -0.506], [8.577, 0.134, -5.195], [7.320, 0.075, -6.168], [6.315, 1.172, -5.716], [6.719, 2.594, -6.019], [7.112, 2.734, -7.496], [8.176, 1.696, -8.025], [7.813, 0.341, -7.562], [8.692, -0.681, -7.933], [8.107, 1.724, -9.565], [9.644, 2.160, -7.678], [6.622, -1.316, -6.122], [9.018, 1.129, -5.142], [9.380, -0.531, -5.512], [8.245, -0.174, -4.204], [5.369, 1.044, -6.243], [5.953, 0.955, -4.711], [7.541, 2.825, -5.341], [5.970, 3.348, -5.781], [7.536, 3.723, -7.673], [6.305, 2.686, -8.227], [8.410, 2.710, -9.916], [8.767, 0.970, -9.994], [7.111, 1.553, -9.973], [10.405, 1.395, -7.834], [9.958, 3.046, -8.229], [9.871, 2.391, -6.637], [7.406, -2.072, -6.174], [5.757, -1.427, -6.777], [6.222, -1.486, -5.122], [8.236, -1.227, -8.578], [-8.583, 1.915, 3.930], [-7.370, 2.562, 3.177], [-7.609, 4.150, 3.274], [-7.122, 4.698, 4.647], [-5.734, 4.169, 4.926], [-5.529, 2.663, 4.903], [-6.061, 2.103, 3.690], [-5.801, 0.758, 3.509], [-4.020, 2.587, 5.006], [-6.242, 2.069, 6.164], [-7.482, 2.200, 1.657], [-9.106, 2.689, 4.491], [-8.282, 1.174, 4.671], [-9.332, 1.456, 3.284], [-7.035, 4.552, 2.439], [-8.643, 4.460, 3.423], [-7.850, 4.282, 5.343], [-7.205, 5.774, 4.800], [-5.600, 4.567, 5.932], [-5.108, 4.683, 4.197], [-3.429, 2.881, 4.138], [-3.541, 3.135, 5.818], [-3.828, 1.515, 5.035], [-6.354, 0.987, 6.095], [-5.956, 2.344, 7.179], [-7.272, 2.419, 6.087], [-7.420, 1.128, 1.468], [-6.639, 2.564, 1.070], [-8.361, 2.614, 1.163], [-4.968, 0.772, 3.031], [-1.376, -6.583, 6.347], [-2.194, -6.133, 7.156], [-2.115, -6.392, 8.455], [-3.172, -5.827, 9.114], [-4.248, -5.612, 8.103], [-3.501, -5.492, 6.817], [-2.891, -4.854, 9.516], [-3.486, -6.394, 9.990], [-4.772, -4.703, 8.401], [-4.824, -6.537, 8.102], [-3.328, -4.498, 6.406], [-3.938, -6.030, 5.976], [4.879, -3.028, 3.286], [5.492, -2.000, 3.549], [6.879, -1.985, 3.767], [7.409, -0.692, 3.645], [6.349, 0.147, 3.001], [5.029, -0.560, 3.486], [8.233, -0.661, 2.931], [7.750, -0.223, 4.568], [6.285, 0.040, 1.918], [6.443, 1.209, 3.230], [4.162, -0.408, 2.844], [4.736, -0.571, 4.536], [2.009, 5.818, 0.550], [0.929, 5.712, -0.011], [0.000, 6.746, -0.109], [-1.122, 6.406, -0.833], [-1.044, 4.798, -0.918], [0.431, 4.451, -0.684], [-1.175, 6.759, -1.863], [-2.123, 6.733, -0.552], [-1.321, 4.357, -1.875], [-1.651, 4.191, -0.247], [1.015, 4.261, -1.585], [0.504, 3.599, -0.008], [-5.572, -8.398, -5.575], [-5.515, -7.638, -4.575], [-5.280, -8.174, -3.360], [-5.465, -7.198, -2.361], [-6.157, -6.058, -3.061], [-5.732, -6.169, -4.498], [-4.505, -6.874, -1.960], [-6.162, -7.465, -1.567], [-5.848, -5.139, -2.564], [-7.238, -6.112, -2.930], [-4.753, -5.689, -4.524], [-6.341, -5.777, -5.314]], "homo_energy_ev": [-8.090, -8.089], "relative_energy_ev": 1.511, "e_lumo_ev": [-5.44, -6.91], "spin_multiplicity": 2, "total_charge": 1, "gap_ev": [2.7, 1.2], "e_tot_ev": -71329.3565}

---

Record 10
{"formula": "C5H11INO2P", "method": "ωB97M-V/def2-TZVPD", "species": ["C", "C", "C", "C", "C", "N", "O", "O", "P", "I", "H", "H", "H", "H", "H", "H", "H", "H", "H", "H", "H"], "coordinates": [[2.065, -0.728, -0.657], [-1.707, -1.256, 0.966], [-1.098, -0.406, -1.460], [2.718, 2.476, 0.359], [-0.868, -0.356, 0.052], [1.286, -0.427, 2.201], [1.536, -1.865, 0.039], [1.662, 2.237, -0.162], [0.881, -0.490, 0.659], [4.089, -0.151, -0.121], [2.152, -0.668, -1.783], [-1.913, -2.310, 0.530], [-1.232, -1.572, 1.807], [-2.749, -0.871, 1.298], [-0.996, -1.489, -1.756], [-0.241, 0.273, -1.961], [-2.043, -0.076, -1.579], [3.489, 3.056, -0.232], [2.822, 2.461, 1.406], [-1.210, 0.549, 0.510], [1.560, 0.463, 2.569]], "homo_energy_ev": -9.108, "relative_energy_ev": 1.733, "e_lumo_ev": 0.26, "total_charge": 0, "gap_ev": 9.4, "e_tot_ev": -28334.4036}

---

Record 11
{"formula": "C6H14N2O", "method": "ωB97M-V/def2-TZVPD", "species": ["C", "N", "C", "N", "O", "C", "C", "C", "C", "H", "H", "H", "H", "H", "H", "H", "H", "H", "H", "H", "H", "H", "H"], "coordinates": [[-2.700, -0.957, -0.830], [-1.641, -0.295, -0.806], [-1.275, 0.583, 0.295], [-2.193, 0.728, 1.390], [-0.085, 0.154, 0.876], [1.115, 0.047, 0.096], [1.169, -1.317, -0.602], [2.238, 0.146, 1.134], [1.261, 1.166, -0.937], [-3.472, -0.959, -0.052], [-2.887, -1.585, -1.690], [-1.167, 1.578, -0.178], [-3.123, 0.957, 1.065], [-2.213, -0.120, 1.944], [1.065, -2.111, 0.134], [0.357, -1.399, -1.320], [2.118, -1.435, -1.118], [2.094, -0.611, 1.899], [2.217, 1.122, 1.610], [3.204, -0.002, 0.661], [1.158, 2.139, -0.462], [2.247, 1.104, -1.389], [0.514, 1.065, -1.720]], "homo_energy_ev": -9.289, "smiles": "C=N[C@@H](N)OC(C)(C)C", "relative_energy_ev": 1.736, "e_lumo_ev": 0.92, "total_charge": 0, "gap_ev": 10.2, "e_tot_ev": -11476.0342}

---

Record 12
{"formula": "C11H46N4O12", "method": "ωB97M-V/def2-TZVPD", "species": ["N", "C", "N", "O", "H", "H", "H", "H", "N", "C", "N", "O", "H", "H", "H", "H", "C", "C", "C", "O", "H", "H", "H", "H", "H", "H", "H", "H", "C", "C", "C", "O", "H", "H", "H", "H", "H", "H", "H", "H", "C", "C", "C", "O", "H", "H", "H", "H", "H", "H", "H", "H", "O", "H", "H", "O", "H", "H", "O", "H", "H", "O", "H", "H", "O", "H", "H", "O", "H", "H", "O", "H", "H"], "coordinates": [[-1.587, -0.192, 7.386], [-2.681, 0.503, 7.191], [-2.562, 1.644, 7.752], [-3.501, 0.242, 6.405], [-0.947, 0.284, 8.007], [-1.270, -0.957, 6.808], [-3.328, 2.291, 7.630], [-1.717, 1.918, 8.233], [-7.779, -2.284, -5.042], [-6.665, -2.880, -4.803], [-5.642, -2.585, -5.581], [-6.558, -3.713, -4.020], [-8.048, -1.681, -5.807], [-8.587, -2.601, -4.525], [-5.798, -2.057, -6.428], [-4.726, -2.980, -5.420], [6.314, 0.264, 3.774], [7.524, -0.104, 4.635], [7.962, -1.613, 4.396], [8.626, 0.694, 4.276], [6.289, 1.345, 3.641], [5.418, -0.210, 4.174], [6.236, -0.183, 2.782], [7.318, -0.045, 5.704], [8.912, -1.917, 4.835], [7.823, -1.853, 3.341], [7.191, -2.278, 4.785], [9.445, 0.251, 4.509], [-1.102, 0.931, -1.336], [-1.153, 0.238, -0.021], [-0.015, 0.653, 0.894], [-2.384, 0.322, 0.723], [-1.327, 1.978, -1.133], [-1.742, 0.566, -2.139], [-0.179, 0.792, -1.897], [-0.907, -0.798, -0.250], [0.867, 0.446, 0.287], [0.070, 0.053, 1.800], [-0.060, 1.727, 1.070], [-2.315, -0.040, 1.610], [3.734, -4.479, -4.335], [2.818, -3.674, -5.302], [3.550, -3.116, -6.590], [1.885, -4.606, -5.861], [3.152, -5.120, -3.673], [4.263, -3.754, -3.716], [4.532, -5.041, -4.822], [2.242, -2.933, -4.748], [3.857, -3.955, -7.215], [4.480, -2.627, -6.298], [2.936, -2.527, -7.271], [1.210, -4.759, -5.195], [-1.143, 8.165, -3.806], [-1.950, 7.835, -4.201], [-0.598, 7.387, -3.688], [-7.764, -2.410, 1.000], [-6.888, -2.325, 0.622], [-8.225, -3.001, 0.405], [-6.041, 3.206, 0.118], [-6.655, 2.632, -0.340], [-5.364, 2.617, 0.450], [2.604, 5.243, -2.780], [2.562, 5.340, -1.828], [3.218, 5.920, -3.063], [-1.944, -5.519, -2.448], [-2.857, -5.258, -2.567], [-1.974, -6.191, -1.766], [1.040, 7.063, 1.583], [0.314, 7.642, 1.351], [0.743, 6.609, 2.371], [-1.392, 5.343, 5.234], [-2.244, 5.723, 5.023], [-1.513, 4.401, 5.114]], "homo_energy_ev": -10.021, "smiles": "NC(N)=O.NC(N)=O.CC(C)O.CC(C)O.CC(C)O.O.O.O.O.O.O.O", "e_lumo_ev": 0.13, "total_charge": 0, "gap_ev": 10.2, "e_tot_ev": -42681.9936}